ORCA calculation (the ωB97M-V functional and the def2-TZVPD basis) on 21 unconnected molecules or ions with the total composition C96H85F10N11O52.

```
254
Properties=species:S:1:pos:R:3:lowdin_charge:R:1
C 24.31 12.01 17.18 -0.059
C 25.64 12.35 17.40 -0.051
C 26.03 13.64 17.13 0.007
C 25.13 14.63 16.76 -0.153
C 23.84 14.26 16.45 -0.008
C 23.41 12.93 16.65 -0.038
N 25.51 16.04 16.66 -0.332
O 24.86 16.82 16.02 0.073
O 26.51 16.38 17.24 0.098
H 24.00 10.97 17.43 0.123
H 26.36 11.62 17.69 0.110
H 27.06 13.87 17.28 0.114
H 23.12 14.99 16.04 0.083
H 22.40 12.60 16.48 0.088
C 28.16 17.63 13.38 -0.065
C 26.99 17.84 14.05 -0.068
C 25.96 18.65 13.57 0.000
C 26.08 19.03 12.23 -0.139
C 27.30 18.88 11.49 0.034
C 28.37 18.18 12.10 -0.026
N 24.97 19.65 11.53 -0.329
O 24.96 19.35 10.36 0.069
O 24.18 20.43 12.04 0.082
H 28.94 17.01 13.78 0.120
H 26.90 17.49 15.04 0.075
H 25.14 18.85 14.18 0.073
H 27.35 19.34 10.48 0.130
H 29.28 18.03 11.54 0.115
C 14.27 17.25 13.24 -0.036
C 14.96 16.99 14.44 -0.025
C 16.03 17.83 14.77 -0.014
C 16.41 18.90 13.96 -0.124
C 15.60 19.21 12.85 -0.014
C 14.55 18.39 12.50 -0.085
N 17.68 19.62 14.27 -0.329
O 17.88 20.74 13.85 0.072
O 18.49 19.08 15.00 0.080
H 13.46 16.68 12.91 0.106
H 14.74 16.12 15.00 0.070
H 16.53 17.55 15.67 0.110
H 15.95 20.04 12.19 0.142
H 13.88 18.68 11.71 0.124
C 20.60 8.69 19.41 -0.064
C 21.02 9.23 20.62 -0.037
C 20.84 10.60 20.84 0.006
C 20.35 11.37 19.80 -0.160
C 19.94 10.86 18.60 0.012
C 20.13 9.48 18.38 -0.038
N 20.25 12.80 20.10 -0.308
O 19.98 13.58 19.18 0.053
O 20.39 13.16 21.26 0.055
H 20.54 7.67 19.35 0.084
H 21.45 8.60 21.39 0.113
H 21.25 11.03 21.74 0.119
H 19.59 11.54 17.85 0.114
H 19.81 9.07 17.43 0.114
C 13.93 21.02 17.91 -0.056
C 14.04 20.08 16.89 -0.075
C 13.32 20.17 15.74 0.009
C 12.53 21.32 15.56 -0.129
C 12.48 22.35 16.50 -0.001
C 13.18 22.20 17.69 -0.049
N 11.77 21.49 14.32 -0.319
O 11.35 22.60 14.04 0.072
O 11.57 20.49 13.58 0.047
H 14.48 20.90 18.86 0.100
H 14.59 19.14 17.07 0.103
H 13.39 19.43 14.96 0.102
H 11.89 23.19 16.29 0.103
H 13.17 22.98 18.43 0.104
C 22.64 12.19 9.83 -0.061
C 21.49 12.99 9.72 -0.041
C 20.70 13.28 10.89 0.027
C 21.17 12.75 12.07 -0.140
C 22.26 11.87 12.17 -0.001
C 23.00 11.59 11.06 -0.059
N 20.58 13.07 13.38 -0.322
O 19.84 14.03 13.42 0.074
O 20.76 12.29 14.32 0.039
H 23.26 11.97 8.97 0.106
H 21.22 13.29 8.71 0.103
H 19.87 13.95 10.76 0.101
H 22.45 11.45 13.14 0.109
H 23.87 10.99 11.16 0.103
C 25.23 20.84 16.02 -0.055
C 25.85 21.59 15.02 -0.080
C 27.20 21.52 14.86 -0.013
C 27.94 20.65 15.67 -0.125
C 27.34 19.92 16.71 0.007
C 25.95 19.94 16.86 -0.041
N 29.36 20.40 15.27 -0.337
O 30.02 19.56 15.87 0.071
O 29.85 21.09 14.38 0.052
H 24.11 20.81 16.20 0.110
H 25.21 22.20 14.44 0.097
H 27.80 22.05 14.10 0.129
H 28.03 19.37 17.36 0.125
H 25.50 19.26 17.53 0.084
C 19.94 17.25 17.54 -0.021
C 20.73 18.37 17.18 -0.023
C 21.63 18.26 16.11 0.041
C 21.72 16.98 15.56 -0.180
C 20.95 15.90 15.82 -0.019
C 20.01 16.06 16.82 -0.043
N 22.51 16.81 14.35 -0.292
O 22.50 15.69 13.74 0.019
O 23.05 17.78 13.90 0.062
H 19.18 17.34 18.31 0.100
H 20.49 19.30 17.67 0.080
H 22.21 19.10 15.76 0.107
H 21.05 14.95 15.26 0.109
H 19.33 15.29 17.03 0.079
C 16.99 12.85 15.04 -0.067
C 15.93 13.65 15.54 -0.061
C 14.63 13.38 15.14 -0.020
C 14.39 12.37 14.26 -0.167
C 15.43 11.59 13.83 -0.010
C 16.74 11.75 14.25 -0.049
N 13.03 12.07 13.82 -0.336
O 12.09 12.65 14.33 0.090
O 12.97 11.28 12.88 0.074
H 17.94 13.20 15.38 0.082
H 16.18 14.44 16.24 0.100
H 13.79 13.99 15.54 0.133
H 15.14 10.84 13.11 0.122
H 17.55 11.13 13.87 0.113
C 23.19 23.72 19.10 -0.020
C 22.70 22.61 18.37 -0.044
C 22.89 21.38 18.94 -0.026
C 23.31 21.27 20.26 -0.138
C 23.86 22.35 20.95 0.003
C 23.84 23.62 20.37 -0.020
N 23.52 19.96 20.91 -0.325
O 24.15 19.94 21.95 0.075
O 23.08 18.97 20.37 0.057
H 23.20 24.67 18.58 0.105
H 22.39 22.69 17.32 0.101
H 22.66 20.50 18.36 0.102
H 24.23 22.27 21.94 0.108
H 24.17 24.41 20.94 0.087
C 20.91 20.35 23.28 -0.015
C 20.47 20.23 21.94 -0.068
C 20.12 21.32 21.16 -0.039
C 20.36 22.55 21.68 -0.148
C 20.96 22.77 22.92 -0.007
C 21.13 21.68 23.72 -0.062
N 19.83 23.72 20.91 -0.289
O 20.01 24.84 21.42 0.067
O 19.15 23.44 19.91 0.060
H 21.09 19.52 23.94 0.110
H 20.26 19.25 21.49 0.090
H 19.84 21.16 20.15 0.089
H 21.05 23.79 23.25 0.120
H 21.23 21.86 24.77 0.104
C 26.19 17.24 20.59 -0.020
C 26.43 17.39 22.19 -0.238
O 27.17 18.58 22.21 0.106
C 27.29 19.22 21.00 -0.556
O 27.65 20.31 20.76 0.190
O 26.67 18.49 20.05 0.045
F 27.21 16.36 22.71 0.033
H 25.11 17.09 20.38 0.098
H 26.74 16.38 20.27 0.122
H 25.62 17.59 22.88 0.154
C 15.63 15.52 20.65 -0.046
C 16.67 16.23 19.81 -0.222
O 15.89 16.83 18.80 0.121
C 14.65 16.37 18.76 -0.576
O 13.87 16.71 17.91 0.153
O 14.49 15.50 19.75 0.084
F 17.42 15.15 19.24 -0.004
H 15.25 16.08 21.55 0.149
H 15.89 14.48 20.87 0.142
H 17.37 16.93 20.30 0.140
C 25.41 15.29 11.81 -0.066
C 25.53 14.60 13.14 -0.289
O 26.89 14.53 13.37 0.123
C 27.56 14.84 12.18 -0.502
O 28.76 14.76 12.05 0.156
O 26.68 15.17 11.21 0.101
F 25.15 13.25 13.03 0.025
H 25.18 16.32 12.00 0.117
H 24.69 14.78 11.23 0.130
H 24.96 14.97 13.98 0.130
C 21.42 21.04 13.19 -0.028
C 21.51 22.16 12.12 -0.313
O 22.06 23.22 12.86 0.129
C 22.03 22.98 14.22 -0.595
O 22.25 23.74 15.08 0.183
O 21.52 21.79 14.41 0.064
F 20.31 22.51 11.64 0.100
H 22.17 20.22 13.17 0.112
H 20.41 20.64 13.20 0.110
H 22.18 21.96 11.31 0.148
C 23.00 15.64 21.24 -0.015
C 22.82 15.16 19.75 -0.237
O 23.46 13.88 19.86 0.076
C 24.37 13.88 20.91 -0.533
O 25.17 13.00 21.09 0.168
O 24.28 15.03 21.57 0.055
F 23.48 15.96 18.82 0.055
H 22.13 15.33 21.89 0.143
H 23.13 16.74 21.33 0.117
H 21.77 14.98 19.49 0.137
C 17.06 20.07 21.83 -0.097
C 15.57 19.95 21.95 -0.293
O 15.43 20.02 23.37 0.127
C 16.63 19.86 24.01 -0.479
O 16.76 19.77 25.20 0.157
O 17.66 19.77 23.08 0.058
F 15.16 18.75 21.51 0.085
H 17.42 21.05 21.42 0.150
H 17.48 19.36 21.14 0.102
H 14.96 20.74 21.47 0.175
C 19.14 15.07 23.97 -0.046
C 17.67 15.44 23.87 -0.271
O 17.61 16.25 22.68 0.122
C 18.84 16.74 22.56 -0.554
O 19.14 17.59 21.76 0.128
O 19.72 16.17 23.36 0.105
F 17.28 16.14 24.95 0.105
H 19.23 14.17 23.32 0.145
H 19.46 15.03 25.00 0.149
H 16.92 14.71 23.66 0.160
C 17.02 22.62 17.16 -0.062
C 18.40 22.66 16.53 -0.250
O 18.97 21.54 17.25 0.117
C 18.15 21.00 18.16 -0.572
O 18.49 20.08 18.84 0.129
O 17.02 21.71 18.22 0.062
F 19.09 23.77 16.85 0.076
H 16.29 22.33 16.41 0.133
H 16.79 23.55 17.72 0.164
H 18.57 22.53 15.45 0.159
C 21.99 17.14 10.51 -0.041
C 21.94 18.55 10.03 -0.256
O 20.82 19.07 10.80 0.129
C 20.12 18.08 11.37 -0.535
O 19.05 18.27 11.86 0.165
O 20.75 16.90 11.20 0.072
F 21.70 18.72 8.70 0.079
H 22.86 17.04 11.15 0.112
H 22.10 16.36 9.75 0.150
H 22.78 19.19 10.22 0.118
C 17.50 15.94 11.77 -0.041
C 16.76 16.73 10.70 -0.338
O 15.71 15.96 10.33 0.137
C 15.61 14.85 11.18 -0.536
O 14.64 14.15 11.11 0.163
O 16.66 14.80 11.94 0.091
F 17.62 16.89 9.61 0.028
H 17.68 16.38 12.78 0.141
H 18.49 15.68 11.31 0.120
H 16.45 17.75 10.91 0.141
```

Output
maximum force = 3.923 eV/A
gap between HOMO and LUMO = 0.299 Ha
calculated total energy = -9221.79925 hartree